Molecular formula: CH3NO2
Method: DFT, wB97M-V/def2-TZVPD

Each atom is followed by the atoms it is bonded to, with distances in Å.
Cartesian coordinates (Å):
1 O -2.03 -0.15 -0.09  C2 1.209
2 C -0.91 0.31 -0.04  O1 1.209, N3 1.355, H5 1.153
3 N 0.21 -0.45 0.04  C2 1.355, O4 1.365, H6 1.064
4 O 1.42 0.11 -0.22  N3 1.365, H7 0.962
5 H -0.71 1.45 -0.09  C2 1.153
6 H 0.18 -1.47 -0.25  N3 1.064
7 H 1.83 0.20 0.65  O4 0.962

Summary:
SMILES: O=CNO
E_HOMO: -0.374 Ha
Kohn-Sham gap: 10.92 eV
DFT total energy: -6668.92381 eV
LUMO energy: 0.7571 eV
Relative energy (zero: lowest compared OMol25 entry of this formula, charge and spin): 63.2 kcal/mol
Net charge: 0

Calculated atomic charges, method natural (NBO), unit e: number 1, O, carries -0.59; number 2, C, carries 0.50; number 3, N, carries -0.35; number 4, O, carries -0.54; number 5, H, carries 0.12; number 6, H, carries 0.38; number 7, H, carries 0.47